[1]
Below is 2 unconnected molecules or ions with the total composition C4H15N2O2 at a distorted geometry, with properties calculated with ωB97M-V/def2-TZVPD.

```
23
Properties=species:S:1:pos:R:3:forces:R:3
O 2.48364 2.02306 -1.97693 -0.09 0.07 -0.12
O 0.39599 0.70857 -1.19033 0.60 0.08 0.38
N -0.27653 -2.77687 1.44575 -0.60 -0.38 -0.91
N -1.29818 -1.03915 -0.74152 0.54 -0.12 -0.01
C -1.00418 1.89759 0.35577 -0.68 0.97 0.33
C -0.64146 -0.54220 0.55540 0.70 0.75 -2.10
C 0.03128 0.81989 0.16885 -1.29 -0.30 -0.09
C 0.36643 -1.56259 0.97682 0.34 -0.51 2.99
H 1.13163 1.33692 -1.41933 -0.37 -0.42 -0.11
H -1.34870 -0.23921 -1.38592 -0.60 -0.01 0.11
H 3.20374 2.16030 -1.35685 0.25 0.20 -0.27
H 1.16469 -1.85659 0.30232 -0.35 0.38 -0.85
H 0.83295 0.97622 0.88290 0.56 0.00 -0.21
H -1.38425 1.88252 1.38442 0.01 0.02 -0.13
H 0.93708 -1.08733 1.80031 -0.15 0.07 -0.18
H -0.60764 -1.62474 -1.22375 -0.29 -0.24 0.25
H -1.85760 1.78321 -0.32179 0.02 -0.29 0.05
H 2.69621 2.41132 -2.83679 0.14 -0.03 0.39
H 0.31206 -3.58601 1.49170 0.30 -0.13 -0.05
H -2.16174 -1.57217 -0.58464 0.32 0.33 -0.22
H -0.68003 2.92725 0.17433 0.44 -0.29 -0.03
H -0.83061 -2.73606 2.28356 0.07 0.41 0.21
H -1.46478 -0.30392 1.21573 0.12 -0.56 0.57
```
Positions in Å, forces in eV/Å.

Output
Charge   +1
Energy relative to the best compared isomer or geometry (same formula, charge and spin)   22.0 kcal/mol
Multiplicity   1
E_tot   -11460.30301 eV
E_HOMO   -13.08 eV
Frontier orbital gap   10.329 eV
Strongest force on any atom   0.0593 Eh/bohr

---

[2]
Below is 3 unconnected molecules or ions with the total composition C4H15N2O2 at a distorted geometry, with properties calculated with ωB97M-V/def2-TZVPD.

```
23
Properties=species:S:1:pos:R:3:forces:R:3
O 1.44627 3.01999 1.87244 0.88 -0.10 -0.14
O 0.43921 -2.45481 -3.55802 -0.08 0.14 0.18
N -0.37231 1.22178 1.01376 0.79 -0.86 -0.51
N -1.90923 0.31713 -1.07498 0.63 0.01 -0.75
C -0.90920 -0.81945 -1.04429 -1.95 -0.80 -0.58
C -0.56777 -1.16964 0.42363 -0.61 0.23 0.51
C 0.32835 -0.17836 1.11595 -1.48 1.02 -0.17
C 1.36693 -0.25347 1.90971 2.68 0.21 -0.24
H 1.57918 3.63462 1.13732 0.18 0.16 0.24
H -2.85508 -0.05916 -0.88289 0.86 0.44 -0.29
H -0.00579 -3.28484 -3.36070 0.06 -0.06 -0.10
H -1.21328 1.23171 1.61724 0.69 0.05 -0.24
H 0.31420 1.96681 1.25989 -0.18 -0.18 0.58
H -1.51304 -1.68973 -1.44058 1.25 0.51 0.29
H 2.10767 0.53951 2.14156 -1.57 0.20 0.27
H -1.89671 0.69854 -2.03287 -0.39 -0.27 0.65
H 1.92811 -1.14487 2.15061 -0.69 -0.75 -0.39
H -0.06048 -0.65635 -1.77498 -0.84 -0.08 1.21
H -0.73681 1.40083 0.05049 -0.23 -0.60 0.40
H -1.44983 -1.11523 1.07614 -0.70 0.32 -0.63
H 2.34167 2.68495 2.10019 -0.78 0.48 -0.17
H -0.44422 -2.24283 0.53612 1.42 0.03 -0.04
H 1.36580 -2.60808 -3.35298 0.06 -0.10 -0.10
```
Positions in Å, forces in eV/Å.

Output
Charge   +1
Energy relative to the best compared isomer or geometry (same formula, charge and spin)   49.9 kcal/mol
Multiplicity   1
E_tot   -11459.09264 eV
E_HOMO   -13.47 eV
Frontier orbital gap   10.532 eV
Strongest force on any atom   0.0525 Eh/bohr

---

[3]
Below is 3 unconnected molecules or ions with the total composition C4H15N2O2 at a distorted geometry, with properties calculated with ωB97M-V/def2-TZVPD.

```
23
Properties=species:S:1:pos:R:3:forces:R:3
O -6.73912 0.31504 -1.21494 -0.14 -0.56 0.15
O -0.43659 -1.65603 1.02021 1.30 2.29 0.13
N 0.11465 0.76636 0.16786 1.25 -0.41 1.90
N 3.42347 -0.40957 -1.49561 -0.31 1.04 0.46
C 0.97732 0.36577 1.23295 -0.63 2.74 -0.45
C 2.18024 -0.32743 0.60402 0.99 -1.31 -0.32
C 2.65187 0.47735 -0.63229 0.24 -0.13 -0.02
C 0.10341 -0.67356 1.97906 -1.96 -5.09 0.47
H 3.03398 -0.36043 1.30310 -0.65 -0.34 0.06
H -0.80195 -0.36205 2.51541 0.68 1.26 -0.17
H -3.20156 1.09769 -1.84799 0.04 -0.31 -0.01
H 3.30034 -0.14053 -2.46925 0.00 -0.45 -0.01
H 0.68013 -1.33112 2.67972 0.15 1.18 -0.46
H -6.80234 -0.54230 -1.65616 0.14 0.22 -0.24
H 1.87745 -1.34809 0.30518 0.31 0.51 0.04
H -0.44372 -1.05765 0.24586 -0.86 -1.34 -0.32
H 3.25098 1.35668 -0.32920 -0.47 -0.21 0.04
H -3.07935 0.35743 -1.88086 -0.03 0.31 0.02
H -0.24910 1.72639 0.23535 0.15 0.19 0.09
H 1.28915 1.09237 2.01845 -0.48 0.17 -0.91
H 4.40528 -0.29240 -1.26266 0.02 -0.07 -0.32
H 1.69772 0.81400 -1.11130 0.24 -0.05 -0.23
H -7.23226 0.13209 -0.40692 0.01 0.33 0.09
```
Positions in Å, forces in eV/Å.

Output
Charge   +1
Energy relative to the best compared isomer or geometry (same formula, charge and spin)   191.1 kcal/mol
Multiplicity   1
E_tot   -11452.96993 eV
E_HOMO   -13.39 eV
Frontier orbital gap   4.275 eV
Strongest force on any atom   0.1065 Eh/bohr

---

[4]
Below is 2 unconnected molecules or ions with the total composition C4H15N2O2 at a distorted geometry, with properties calculated with ωB97M-V/def2-TZVPD.

```
23
Properties=species:S:1:pos:R:3:forces:R:3
O -1.25640 2.64426 3.43908 -1.39 0.35 2.22
O -2.43905 -1.44311 -0.09756 1.36 -0.43 0.11
N -1.23191 0.84483 0.67151 1.81 -0.11 1.39
N 1.45941 -0.95218 -1.39739 1.32 3.49 -2.68
C 0.85630 0.21156 -0.65737 1.64 -2.47 2.74
C -0.31425 -0.34267 0.21381 -0.66 1.69 -1.15
C 2.91562 -0.75598 -1.77866 -1.18 -2.65 0.76
C -1.11395 -1.29730 -0.63242 -1.72 -0.97 -0.78
H -2.44060 -2.23324 0.46886 -0.34 0.17 -0.17
H 1.68902 0.47350 0.03637 -0.77 0.73 -0.69
H -0.63297 1.45791 1.33365 -1.34 -0.26 -1.44
H -1.56374 2.43053 4.37310 0.99 -0.82 -1.38
H 3.45804 -0.38905 -0.93228 0.29 0.54 0.18
H 0.06266 -0.74291 1.13750 0.14 -0.31 0.34
H -1.26904 -0.86319 -1.63658 -0.01 0.15 0.26
H 2.99179 -0.23423 -2.73220 -0.31 0.56 -0.04
H 0.62102 0.92560 -1.42528 -0.30 0.59 -0.24
H -1.94065 0.50245 1.31239 -0.34 -0.63 0.26
H -1.66534 3.52444 3.52818 0.45 0.26 -1.16
H 0.91820 -1.04899 -2.27311 0.03 -1.26 0.48
H -0.61433 -2.28684 -0.87509 -0.33 0.97 0.86
H -1.80445 1.33373 -0.03386 0.80 0.14 -0.06
H 3.31463 -1.75914 -2.04263 -0.14 0.27 0.18
```
Positions in Å, forces in eV/Å.

Output
Charge   +2
Energy relative to the best compared isomer or geometry (same formula, charge and spin)   52.6 kcal/mol
Multiplicity   2
E_tot   -11446.53470 eV
E_HOMO (spin up / spin down)   -17.85 / -17.85 eV
Frontier orbital gap (spin up / spin down)   11.130 / 5.650 eV
Strongest force on any atom   0.0893 Eh/bohr

---

[5]
Below is 2 unconnected molecules or ions with the total composition C4H15N3 at a distorted geometry, with properties calculated with ωB97M-V/def2-TZVPD.

```
22
Properties=species:S:1:pos:R:3:forces:R:3
N 1.37881 -0.62379 -2.78387 0.11 -0.02 -0.05
N -0.73368 0.57597 0.23094 0.31 0.52 0.03
N 2.15341 -0.45633 -0.47694 0.16 0.02 -0.14
C -0.28826 0.44409 1.64334 -0.03 0.02 -0.22
C 1.27776 0.12696 -1.52539 -0.51 -0.85 0.50
C -2.18050 0.71363 -0.00113 0.26 0.03 0.03
C -0.75296 -0.85810 2.27692 0.02 0.11 -0.09
H 2.19825 -0.38249 -3.34239 -0.07 0.01 0.06
H -2.34028 0.87248 -1.06688 -0.02 -0.04 0.02
H 1.92966 -1.44555 -0.40049 0.02 0.07 -0.01
H -2.69922 -0.19069 0.30985 0.06 0.00 -0.02
H -0.12865 -0.11500 -0.52579 0.85 0.41 -1.10
H -1.83637 -0.90083 2.39334 0.01 -0.01 -0.01
H 3.14014 -0.43078 -0.74776 -0.11 -0.01 0.03
H 0.80166 0.46705 1.58489 -0.08 0.03 0.09
H -2.57845 1.56206 0.55792 -0.01 0.00 -0.03
H -0.30956 -0.95711 3.26780 -0.01 0.02 -0.02
H 1.67293 1.15012 -1.66015 -0.22 0.06 0.10
H -0.18986 1.33116 -0.25107 -0.81 -0.29 0.79
H -0.42762 -1.70935 1.67781 -0.01 0.00 0.00
H -0.65356 1.30924 2.20704 0.07 -0.05 0.00
H 0.56634 -0.48275 -3.36798 0.00 -0.02 0.04
```
Positions in Å, forces in eV/Å.

Output
Energy relative to the best compared isomer or geometry (same formula, charge and spin)   70.2 kcal/mol
Multiplicity   1
E_tot   -8858.36241 eV
E_HOMO   -6.29 eV
Frontier orbital gap   7.022 eV
Strongest force on any atom   0.0282 Eh/bohr

---

[6]
Below is a gas-phase ion, C4H15N6 (charge +1) at a distorted geometry, with properties calculated with ωB97M-V/def2-TZVPD.

```
25
Properties=species:S:1:pos:R:3:forces:R:3
N 3.17079 -0.29842 0.11770 -0.84 -1.23 1.08
N -1.93611 -1.65351 0.45898 -2.44 0.09 -0.38
N 1.85712 -0.12016 -0.36131 -0.22 3.84 2.98
N -1.33063 -0.45861 0.88391 -0.67 0.98 -0.36
N -1.02052 0.47216 -0.23679 2.81 -2.32 -0.41
N -2.19314 1.13831 -0.75287 2.26 0.79 1.02
C 1.25246 0.66859 0.79528 0.35 0.36 -1.33
C 0.99027 -1.15853 -0.80129 -0.17 1.58 -0.99
C 0.01183 1.45617 0.34175 -1.54 -3.25 2.84
C -0.24797 -0.36039 -1.26288 -1.22 -0.90 -3.46
H 1.47804 -1.47170 -1.72215 -0.44 -0.80 -0.16
H 0.10744 0.33267 -2.11296 -0.59 -0.61 1.65
H 0.76784 -1.96368 -0.13932 -0.15 -0.75 0.70
H -2.76014 0.36834 -0.95770 -1.51 -0.99 -1.14
H -2.99564 -1.54916 0.27224 2.09 -0.16 0.47
H -1.85966 -2.35337 1.20922 0.36 0.54 -0.46
H 1.02213 0.05578 1.67586 -0.41 -0.40 -0.39
H -1.84826 1.62412 -1.58777 -0.65 -0.22 0.05
H -1.97930 0.15493 1.35201 -0.46 -0.05 0.90
H 0.02749 2.20726 -0.34666 0.84 2.12 -1.77
H -0.54437 1.74044 1.22814 0.25 0.88 0.27
H -0.98900 -1.06311 -1.79786 0.94 1.06 1.17
H 3.06883 -0.90085 0.96218 0.95 0.06 -0.80
H 3.70076 -0.72556 -0.60325 0.81 -0.67 -0.45
H 2.01562 1.33397 1.24473 -0.37 0.06 -1.00
```
Positions in Å, forces in eV/Å.

Output
Charge   +1
Energy relative to the best compared isomer or geometry (same formula, charge and spin)   77.2 kcal/mol
Multiplicity   1
E_tot   -13320.72832 eV
E_HOMO   -12.30 eV
Frontier orbital gap   9.492 eV
Strongest force on any atom   0.0946 Eh/bohr

---

[7]
Below is 2 unconnected molecules or ions with the total composition C4H15N7 at a distorted geometry, with properties calculated with ωB97M-V/def2-TZVPD.

```
26
Properties=species:S:1:pos:R:3:forces:R:3
N -0.64470 2.63163 1.04976 -0.19 -1.70 0.83
N 0.08023 -0.62547 1.79121 -1.45 -0.46 -2.13
N -0.14883 3.69874 1.49485 1.68 -2.22 -2.59
N 1.81215 -0.78527 -1.44616 -1.29 -0.36 0.12
N -0.06848 1.72196 0.29977 0.53 1.58 -0.36
N 1.48844 -0.43076 -0.06594 0.79 0.14 1.67
N -1.07458 -0.20607 2.49223 1.27 1.04 2.22
C -0.54927 -1.60036 -1.59382 1.02 0.64 -1.05
C -1.09806 -0.80190 -0.44326 3.17 1.47 -1.03
C 0.59211 -0.81908 -2.39361 -1.99 -0.47 1.62
C 0.19356 -0.45713 0.46657 -2.39 -0.67 -0.11
H 0.82125 2.15477 -0.01529 -0.38 -0.28 0.29
H 0.37592 0.21770 -2.66455 -0.14 -0.36 -0.17
H -1.39558 0.12374 -0.92201 -0.45 0.29 0.62
H -1.95796 -0.48199 2.18823 -1.34 -1.01 -1.90
H -1.12291 -0.53988 3.47948 1.10 0.19 -0.95
H 2.28067 -0.48853 0.68932 -1.50 0.06 -2.53
H 2.55581 -0.19072 -1.89695 -0.45 -0.67 1.06
H 0.90464 -0.48068 2.28960 1.38 0.30 1.52
H -1.92612 -1.34995 -0.07538 -0.47 -0.25 1.48
H -0.86420 4.06635 2.00001 -2.42 2.14 2.26
H -1.38650 -1.79659 -2.31040 0.96 -0.37 0.57
H -1.56106 2.23636 1.40166 0.81 0.98 -0.36
H -0.02481 -2.48575 -1.18747 -0.75 -0.29 -0.63
H 1.98541 -1.78122 -1.42232 1.40 -0.37 -0.13
H 0.73285 -1.52991 -3.20555 1.10 0.63 -0.32
```
Positions in Å, forces in eV/Å.

Output
Charge   +2
Energy relative to the best compared isomer or geometry (same formula, charge and spin)   20.2 kcal/mol
Multiplicity   1
E_tot   -14799.25515 eV
E_HOMO   -16.15 eV
Frontier orbital gap   9.077 eV
Strongest force on any atom   0.0767 Eh/bohr

---

[8]
Below is 3 unconnected molecules or ions with the total composition C4H15NO2 at a distorted geometry, with properties calculated with ωB97M-V/def2-TZVPD.

```
22
Properties=species:S:1:pos:R:3:forces:R:3
O 2.75266 -0.20225 -0.03924 -2.70 0.29 -0.54
O 3.81712 -0.54674 -3.30998 -0.92 3.08 2.24
N -0.08719 1.32688 -0.79585 -0.25 -0.51 -1.25
C -0.72364 -0.58219 1.42838 2.62 0.53 -1.67
C -1.66251 -1.82407 1.21201 1.28 0.68 0.88
C -1.25383 0.85014 1.28760 -2.14 1.47 1.55
C -1.33206 1.49100 -0.04301 -1.99 -1.43 -3.85
H -2.34415 -1.69763 0.44864 -1.29 0.77 -2.19
H 2.83145 -0.98261 -0.58440 0.70 -0.59 -0.07
H 0.14137 -0.55908 0.63905 -1.18 -0.61 1.99
H -0.38534 -0.48514 2.47871 0.49 -1.13 -0.66
H -1.29961 -2.88173 1.00750 0.30 1.57 1.00
H 1.74471 -0.08216 -0.15485 2.00 0.40 0.50
H 3.41345 -1.35034 -3.42981 -0.78 -3.77 -1.42
H -0.23083 1.42400 -1.82964 0.13 0.03 1.52
H -2.04491 0.87225 -0.70815 0.34 1.23 1.02
H -2.30543 0.82385 1.74200 1.20 0.54 -0.45
H -0.69932 1.72487 1.78166 -0.14 -2.06 0.70
H 3.10360 -0.26931 -2.65428 1.71 0.75 -0.82
H -2.28756 -1.68521 2.05980 -0.72 -1.11 1.13
H 0.49468 2.05993 -0.49668 1.40 1.03 0.05
H -1.64263 2.57553 -0.03945 -0.06 -1.16 0.33
```
Positions in Å, forces in eV/Å.

Output
Energy relative to the best compared isomer or geometry (same formula, charge and spin)   60.3 kcal/mol
Multiplicity   1
E_tot   -9974.47004 eV
E_HOMO   -9.86 eV
Frontier orbital gap   10.406 eV
Strongest force on any atom   0.0888 Eh/bohr

---

[9]
Below is 3 unconnected molecules or ions with the total composition C4H15NO2 at a distorted geometry, with properties calculated with ωB97M-V/def2-TZVPD.

```
22
Properties=species:S:1:pos:R:3:forces:R:3
O -1.12931 -1.51362 -2.14976 0.82 -0.72 0.05
O -1.11276 -2.40136 1.72480 -0.76 0.83 1.95
N 0.92422 -0.16195 0.48511 1.71 -0.14 -0.98
C -1.35786 0.68054 -0.02380 0.28 0.22 0.45
C 0.56420 1.31422 -1.55321 0.78 1.16 -0.07
C 1.67410 0.10458 1.73942 -2.32 -0.54 -0.03
C 0.20471 0.93708 -0.11242 -2.69 1.64 -0.37
H -0.45136 -1.31981 -1.48014 -0.43 -0.13 -0.28
H 0.19786 1.86823 0.47473 1.10 -0.20 0.12
H 1.47669 1.90497 -1.73315 0.34 -0.42 0.84
H 0.94616 -0.24121 2.49280 0.58 0.63 0.48
H -0.26304 -1.95160 1.84804 -0.30 -0.77 -1.28
H -1.99521 1.19649 -0.76574 0.60 0.27 0.34
H 2.51812 -0.55911 1.83860 0.47 0.13 -0.20
H 0.68858 0.45725 -2.18540 -0.40 -0.52 -0.53
H 1.87697 1.16753 1.86288 0.38 -0.08 0.16
H -1.58804 -0.36477 -0.14660 -0.07 -0.35 0.48
H -0.14208 2.05020 -1.96626 -0.39 -0.78 0.10
H -1.63589 1.01722 0.99543 -0.32 -0.47 -0.61
H -1.71909 -0.77001 -2.12727 -0.34 0.50 0.03
H -1.28482 -2.98339 0.99952 0.98 -0.09 -0.78
H 1.60782 -0.43150 -0.21759 -0.01 -0.16 0.15
```
Positions in Å, forces in eV/Å.

Output
Energy relative to the best compared isomer or geometry (same formula, charge and spin)   43.3 kcal/mol
Multiplicity   1
E_tot   -9975.20755 eV
E_HOMO   -9.33 eV
Frontier orbital gap   10.123 eV
Strongest force on any atom   0.0616 Eh/bohr

---

[10]
Below is 3 unconnected molecules or ions with the total composition C4H15NO2 at a distorted geometry, with properties calculated with ωB97M-V/def2-TZVPD.

```
22
Properties=species:S:1:pos:R:3:forces:R:3
O 3.26542 0.21902 2.28660 -1.01 0.33 -0.22
O 1.92812 0.71369 -0.19319 -1.41 0.74 -2.00
N -0.80955 -0.38760 -0.33664 0.89 0.85 -1.91
C -0.67551 0.51719 1.98426 2.26 1.75 2.20
C -1.49826 -0.34922 -1.65144 0.70 -0.62 1.87
C -0.49338 -0.89538 -2.68842 -0.45 -0.77 2.17
C -1.26507 0.58509 0.64446 1.25 0.24 -1.94
H 2.60647 0.85576 0.48382 -0.46 -1.38 -0.59
H -2.30381 0.51702 0.62522 -2.19 0.14 0.67
H 0.46714 0.73447 2.00750 -2.04 -0.39 -0.31
H 0.08656 -0.08973 -2.99907 0.81 1.42 -1.31
H -0.83863 -0.36310 2.54508 -0.12 -1.55 0.11
H 1.20902 0.13450 -0.65626 1.85 0.82 2.53
H -1.07430 -1.40010 -3.42637 0.27 -0.36 -1.02
H -2.40004 -0.97438 -1.57071 -0.02 0.08 -0.39
H 0.30327 -1.55408 -2.20488 -1.47 0.29 -0.50
H -1.83439 0.68483 -1.74259 0.18 -0.03 -0.76
H -1.00790 1.55782 0.16787 -0.17 -0.33 0.47
H -1.10205 1.25485 2.71402 0.20 -0.10 -1.04
H -0.53438 -1.33129 -0.21591 -0.01 -0.69 1.48
H 2.30034 0.23497 2.00767 1.84 -0.91 0.68
H 3.67093 -0.66433 2.21899 -0.88 0.47 -0.19
```
Positions in Å, forces in eV/Å.

Output
Energy relative to the best compared isomer or geometry (same formula, charge and spin)   66.3 kcal/mol
Multiplicity   1
E_tot   -9974.20965 eV
E_HOMO   -8.65 eV
Frontier orbital gap   9.510 eV
Strongest force on any atom   0.0701 Eh/bohr